(1)
DFT (ωB97M-V/def2-TZVPD) results for a cluster of 8 separate species, C3H22O7S in total at a distorted geometry.

## Properties
E	-1051.92308	a.u.
2S+1	2
E_LUMO (alpha / beta)	-3.701 / -8.331	eV
<S²>	0.753
total charge	+1
F_max	7.398	eV/A

CARTESIAN COORDINATES (ANGSTROEM)
C (0.236175, -1.018013, 1.601523)
C (0.095097, -0.599358, 0.066958)
S (1.825652, -0.347924, -0.199654)
C (1.978098, -0.324944, -1.859270)
H (-0.891055, -1.109909, 1.776606)
H (0.633363, -0.187872, 2.130621)
H (0.639476, -1.985840, 1.765296)
H (-0.674359, 0.263266, -0.112186)
H (-0.634703, -1.404610, -0.360525)
H (0.893266, -0.146351, -2.202197)
H (2.712928, 0.366568, -2.318075)
H (2.233741, -1.334281, -2.266453)
H (-2.074224, -3.044093, -1.383031)
H (-2.568817, -1.956419, -2.248384)
O (-2.256093, -2.867408, -2.345713)
H (-2.083795, 1.646767, -1.885930)
H (-2.757350, 1.882322, -0.436682)
O (-2.613431, 1.146235, -1.100779)
H (2.500279, 3.511202, -1.273365)
H (3.705074, 4.154352, -0.586140)
O (2.896861, 4.408946, -1.109308)
H (1.848069, 5.044278, -0.013774)
H (0.508679, 5.251761, 0.779698)
O (1.370713, 4.816017, 0.748828)
H (-2.665889, 2.490040, 2.948376)
H (-1.392909, 3.254165, 2.413432)
O (-2.298620, 3.323095, 2.509876)
H (1.536917, -4.079063, -0.758240)
H (0.264263, -4.256263, -1.393042)
O (0.615596, -3.993805, -0.535503)
H (-0.564062, -4.314720, 2.887356)
H (-1.664292, -3.973706, 2.045935)
O (-1.354645, -4.614434, 2.713746)

Atoms 1-6, force components in eV/Å:
C -4.48 0.96 -1.73
C -1.77 -1.09 1.87
S -1.08 -0.03 1.15
C -1.35 -0.10 -3.88
H 1.54 0.11 0.86
H 0.43 0.28 0.98

(2)
DFT (ωB97M-V/def2-TZVPD) results for a cluster of 9 separate species, C3H23N2O9S in total at a distorted geometry.

## Properties
E	-1313.05090	a.u.
E_LUMO	2.625	eV
total charge	-1
F_max	2.726	eV/A

CARTESIAN COORDINATES (ANGSTROEM)
N (-1.809790, -1.261491, -1.012226)
C (-0.623933, -2.048483, -1.312759)
C (0.021415, -1.698892, -2.689949)
S (-0.569238, -0.237105, -3.569750)
C (0.461418, -1.764371, -0.257403)
N (0.478709, -0.495187, 0.199419)
O (1.251703, -2.596851, 0.164925)
H (-2.550552, -1.702492, -1.546065)
H (-1.713960, -0.361621, -1.501458)
H (-0.997096, -3.073409, -1.271331)
H (1.113832, -1.666369, -2.650254)
H (-0.160478, -2.590190, -3.316091)
H (-0.289455, 0.102291, -0.037108)
H (1.210623, 0.011388, 0.663978)
H (2.033190, 2.884626, 0.478986)
H (2.050511, 2.782729, -1.161252)
O (2.531181, 2.869730, -0.324534)
H (0.591830, 1.301977, -2.451206)
H (1.688976, 2.411892, -2.953024)
O (1.211152, 2.028740, -2.201689)
H (-0.433451, 1.741050, 2.660075)
H (-1.023016, 1.433531, 4.029340)
O (-0.204073, 1.587738, 3.574276)
H (-0.522009, 2.952747, -1.479666)
H (-1.325868, 4.118007, -0.812077)
O (-0.712866, 3.386702, -0.625424)
H (3.304082, 1.087531, -0.117042)
H (2.981686, -0.270912, -0.614514)
O (3.359872, 0.179959, 0.150718)
H (-2.888889, 0.652677, 0.700224)
H (-3.498612, 0.897551, 1.999505)
O (-2.806047, 1.251185, 1.460864)
H (-1.362849, -2.628934, 1.423038)
H (-1.294624, -3.010565, 2.877982)
O (-1.910837, -3.005573, 2.137656)
H (0.590850, -1.288458, 3.684895)
H (1.149883, -1.851018, 2.455457)
O (0.666732, -2.130138, 3.243500)

Atoms 1-6, force components in eV/Å:
N -0.66 0.41 -0.01
C 0.43 0.94 0.56
C 0.16 -1.26 -0.99
S -0.04 0.51 0.32
C -0.10 -0.47 0.62
N -1.04 1.12 -0.26

(3)
DFT (ωB97M-V/def2-TZVPD) results for a structure of composition C3H24B3N6NiO3 at a distorted geometry.

## Properties
E	-2265.51536	a.u.
2S+1	3
relative energy (zero: lowest compared OMol25 entry of this formula, charge and spin)	143.1	kcal/mol
E_LUMO (alpha / beta)	1.044 / -0.901	eV
<S²>	2.004
total charge	-1
F_max	6.709	eV/A

CARTESIAN COORDINATES (ANGSTROEM)
Ni (-1.370283, 1.031573, -2.164908)
B (-0.987419, 3.628058, -3.414246)
H (-0.825848, 3.917506, -2.387432)
H (-1.986153, 3.227694, -3.333655)
H (-0.983071, 4.474147, -4.083839)
H (-0.305779, 2.824715, -3.647173)
B (0.843630, -0.196534, -0.850940)
H (0.702186, 0.867556, -0.741580)
H (1.729996, -0.483390, -0.306595)
H (-0.020709, -0.614771, -0.358777)
H (0.842046, -0.357316, -1.917889)
B (-3.411743, -0.925368, -2.942988)
H (-4.309828, -1.329809, -3.383579)
H (-3.051449, -1.601459, -2.183176)
H (-2.639115, -0.744302, -3.674090)
H (-3.780300, 0.019041, -2.573513)
C (1.662610, -4.994355, 0.020716)
O (1.550844, -6.210122, 0.241582)
N (0.870557, -4.314806, -0.748730)
N (2.603099, -4.229065, 0.478694)
H (1.000704, -3.315612, -0.817841)
H (0.027239, -4.730401, -1.117786)
H (3.252527, -4.666371, 1.116744)
H (2.634477, -3.231933, 0.321060)
C (3.729409, 1.293795, 2.796686)
O (4.460551, 1.653492, 3.671276)
N (3.649872, 1.812710, 1.580408)
N (2.873081, 0.286914, 2.871068)
H (4.407489, 2.422108, 1.306996)
H (2.909866, 1.359586, 1.063541)
H (2.539064, 0.090348, 3.803752)
H (2.344754, -0.114041, 2.109359)
C (-2.496158, 1.787635, 1.971867)
O (-2.433101, 1.949909, 0.758738)
N (-1.784643, 0.935505, 2.563520)
N (-3.554900, 2.203308, 2.626889)
H (-1.789876, 0.966051, 3.573046)
H (-1.247898, 0.260256, 2.038117)
H (-4.305183, 2.666954, 2.134746)
H (-3.350547, 2.380795, 3.599932)

Atoms 1-6, force components in eV/Å:
Ni -0.22 0.06 -0.39
B 0.46 -0.67 0.93
H 1.01 1.36 4.04
H -4.91 -2.02 0.16
H 0.00 2.71 -2.77
H 3.28 -3.38 -1.23

(4)
DFT (ωB97M-V/def2-TZVPD) results for a structure of composition C3H24F9O21S3Zn2 at a distorted geometry.

## Properties
E	-7360.61898	a.u.
relative energy (zero: lowest compared OMol25 entry of this formula, charge and spin)	12.9	kcal/mol
E_LUMO	-5.052	eV
total charge	+1
F_max	2.906	eV/A

CARTESIAN COORDINATES (ANGSTROEM)
Zn (2.545441, -2.065614, 0.950729)
Zn (-1.637375, -0.304967, 2.841463)
C (0.553594, 1.475560, -0.614678)
F (1.275187, 1.909422, 0.405144)
F (-0.391949, 2.335761, -0.907004)
F (1.334324, 1.404327, -1.679720)
S (-0.190994, -0.211048, -0.218799)
O (1.028302, -1.040433, -0.056578)
O (-0.931442, -0.046423, 1.023134)
O (-1.012040, -0.601976, -1.353266)
C (-0.610365, -4.868442, 3.014069)
F (0.344977, -4.843108, 3.931125)
F (-0.552325, -5.971762, 2.315373)
F (-1.786722, -4.734572, 3.596411)
S (-0.368435, -3.372538, 1.895807)
O (1.053401, -3.083932, 1.803700)
O (-1.001355, -3.737907, 0.642777)
O (-1.060732, -2.258710, 2.574532)
C (1.812186, -1.210787, 5.136600)
F (2.967241, -1.846607, 5.205430)
F (0.831981, -2.105257, 5.080473)
F (1.651453, -0.471003, 6.210510)
S (1.756365, -0.090716, 3.617726)
O (2.482092, 1.097268, 3.987078)
O (2.391684, -0.851475, 2.538357)
O (0.346477, 0.153708, 3.309214)
O (0.414645, 5.190580, 1.207708)
H (-0.375802, 5.451769, 1.691711)
H (0.993363, 4.799128, 1.872197)
O (3.284623, 0.993823, -3.741138)
H (3.341441, 0.826718, -2.796778)
H (3.394864, 0.130261, -4.152278)
O (-0.421863, 3.902573, -3.677647)
H (0.274864, 3.604537, -4.270722)
H (-1.004901, 3.119599, -3.555304)
O (1.300565, 5.307256, -1.499564)
H (2.244654, 5.464807, -1.351248)
H (0.975060, 4.987820, -0.645554)
O (2.714648, -3.230149, -0.780482)
H (3.153811, -3.180198, -1.640956)
H (2.288510, -4.100681, -0.758325)
O (-3.690501, -2.542313, 0.218429)
H (-2.993700, -2.978789, -0.301906)
H (-4.397679, -3.198577, 0.269609)
O (-3.684773, 0.419512, -1.565131)
H (-4.162334, -0.412126, -1.621748)
H (-2.809304, 0.160532, -1.225335)
O (3.993377, 4.698813, -0.706209)
H (4.443518, 4.748810, -1.558374)
H (4.160693, 3.804906, -0.394114)
O (-3.441563, -0.864546, 2.283293)
H (-3.613164, -1.580846, 1.599402)
H (-4.309692, -0.506644, 2.511071)
O (0.236627, -0.001391, -3.955921)
H (0.283569, 0.895047, -4.301526)
H (-0.169938, 0.094346, -3.085724)
O (-2.287344, 1.933647, -3.505324)
H (-2.909991, 2.498575, -3.978584)
H (-2.817610, 1.513483, -2.802596)
O (-2.328449, -2.583662, -2.963712)
H (-1.895817, -1.826987, -2.547729)
H (-3.015381, -2.198401, -3.519098)

Atoms 1-6, force components in eV/Å:
Zn -2.07 0.62 -0.03
Zn 1.47 -1.18 -0.78
C -0.20 0.52 -0.69
F -0.02 -0.24 0.52
F -0.68 -0.03 0.50
F 0.28 -0.71 0.11

(5)
DFT (ωB97M-V/def2-TZVPD) results for a cluster of 9 separate species, C3H24N6O9 in total at a distorted geometry.

## Properties
E	-1134.52189	a.u.
relative energy (zero: lowest compared OMol25 entry of this formula, charge and spin)	14.5	kcal/mol
E_LUMO	0.262	eV
total charge	0
F_max	2.686	eV/A
structure (SMILES)	NC(N)=O.NC(N)=O.NC(N)=O.O.O.O.O.O.O

CARTESIAN COORDINATES (ANGSTROEM)
N (-2.789720, -2.221597, 0.145545)
C (-2.145273, -3.229869, 0.880064)
N (-1.636576, -4.320373, 0.132111)
O (-2.102789, -3.203020, 2.111387)
H (-2.754174, -2.149219, -0.862089)
H (-3.033005, -1.397173, 0.665826)
H (-1.769988, -4.289378, -0.855814)
H (-1.293825, -5.131388, 0.590178)
N (3.089409, 2.911253, -2.862263)
C (2.956912, 1.902674, -1.850989)
N (2.568105, 2.376317, -0.558584)
O (3.062483, 0.717769, -2.129168)
H (2.664592, 3.796827, -2.703689)
H (3.345068, 2.682496, -3.796576)
H (2.464970, 1.653781, 0.142747)
H (2.741111, 3.303075, -0.239201)
N (3.001638, -0.444904, 2.473898)
C (1.719553, 0.087311, 2.430900)
N (0.768698, -0.539500, 3.208909)
O (1.463579, 1.122143, 1.791775)
H (3.168574, -1.365057, 2.798900)
H (3.671082, 0.061073, 1.926533)
H (-0.172535, -0.163822, 3.200553)
H (1.012854, -1.291658, 3.808073)
O (-1.397500, 2.643142, -1.865956)
H (-1.250384, 1.820938, -1.361931)
H (-0.700127, 3.233848, -1.564457)
O (-3.153893, 1.002932, 0.048484)
H (-3.340952, 1.552674, 0.824125)
H (-3.599499, 1.452417, -0.687519)
O (-0.431662, -0.128554, -0.718303)
H (-0.131842, 0.135231, 0.182789)
H (-1.385615, -0.290627, -0.624060)
O (-2.170719, -1.263659, -2.537027)
H (-1.784414, -0.382567, -2.685060)
H (-2.450587, -1.560497, -3.414851)
O (1.411282, -1.641991, -2.295983)
H (1.229866, -2.541133, -1.992629)
H (0.777761, -1.116788, -1.754182)
O (-0.919080, 1.955551, 3.364707)
H (-0.450823, 2.257463, 2.568584)
H (-0.252556, 2.003862, 4.064241)

Atoms 1-6, force components in eV/Å:
N 0.81 -1.38 0.63
C -0.45 -0.45 0.13
N -0.92 2.48 0.46
O 0.25 0.02 -1.27
H 0.17 0.02 0.20
H -0.08 -0.01 0.01

(6)
DFT (ωB97M-V/def2-TZVPD) results for a cluster of 9 separate species, C3H24NO9 in total at a distorted geometry.

## Properties
E	-860.74632	a.u.
relative energy (zero: lowest compared OMol25 entry of this formula, charge and spin)	0.0	kcal/mol
E_LUMO	3.236	eV
total charge	-1
F_max	1.307	eV/A

CARTESIAN COORDINATES (ANGSTROEM)
C (-2.981242, 0.346988, 1.540918)
O (-3.500504, -0.897189, 1.130506)
C (-1.446775, 0.315469, 1.740370)
C (-1.018357, 1.467718, 2.631568)
N (-0.974519, -0.953139, 2.319523)
H (-3.465486, 0.600014, 2.486783)
H (-3.225978, 1.104958, 0.783065)
H (-0.977106, 0.369394, 0.754193)
H (-1.474899, 1.421288, 3.626805)
H (0.058054, 1.446719, 2.826226)
H (-1.284708, 2.429845, 2.177551)
H (-1.748404, -1.423304, 2.771624)
H (-0.661674, -1.568062, 1.582058)
H (2.441442, 1.998303, 0.111120)
H (2.825108, 0.685241, 0.913152)
O (3.202362, 1.448788, 0.407897)
H (0.914689, 2.368801, -1.466151)
H (0.325163, 1.909362, -0.149276)
O (0.849721, 2.620293, -0.509176)
H (3.019572, 0.327611, -1.163296)
H (1.970654, -0.826226, -1.426007)
O (2.654405, -0.215755, -1.897911)
H (1.276544, -0.648363, 2.191992)
H (1.574303, -1.088480, 0.755356)
O (2.026770, -0.723144, 1.585343)
H (-0.869036, -1.876821, -0.616378)
H (1.118145, -2.590697, -0.656305)
O (0.830289, -1.674518, -0.607276)
H (1.606385, 1.901068, -3.764066)
H (1.790412, 0.815798, -2.607913)
O (1.145292, 1.519300, -3.021738)
H (-2.906853, -1.264395, 0.429242)
H (-1.912623, -1.839794, -1.648175)
O (-1.868594, -2.030910, -0.692840)
H (-0.181241, -0.340577, -3.245985)
H (0.102616, -1.465572, -2.227278)
O (-0.392957, -1.266403, -3.065319)

Atoms 1-6, force components in eV/Å:
C 0.32 -0.41 -0.45
O 0.06 -0.06 -0.02
C -0.18 -0.38 0.33
C 0.27 0.43 0.02
N 0.04 0.23 0.20
H -0.05 0.10 0.02